Record 1
{
  "formula": "C2H5N7O",
  "method": "wB97M-V/def2-TZVPD",
  "spin_multiplicity": 1,
  "relative_energy_ev": 0.000,
  "total_charge": 0,
  "lumo_energy_ev": 0.801,
  "gap_ev": 9.3138,
  "homo_energy_ev": -8.513,
  "species": ["C", "C", "N", "N", "N", "N", "N", "N", "N", "O", "H", "H", "H", "H", "H"],
  "xyz": [[1.08428, 0.39195, -0.26518], [-0.10308, -1.49346, -0.03560], [1.46260, -0.58547, -1.13661], [0.80630, -1.74965, -0.97149], [0.56196, 2.99852, -2.07376], [0.12693, -0.24598, 0.43907], [-1.08438, -2.21675, 0.54747], [-0.67453, 0.17437, 1.53793], [0.17762, 3.32515, -1.12262], [-0.24382, 3.66225, -0.12723], [-1.58198, -3.06909, 0.08679], [-1.43924, -1.88081, 1.44464], [-1.05856, 1.07206, 1.42557], [-0.01955, 0.02904, 2.28040], [1.98544, -0.41213, -2.02939]],
  "forces_ev_per_angstrom": [[0.951, 0.695, -0.751], [1.584, -0.650, -1.069], [0.041, 2.036, 0.236], [-2.318, -1.870, 0.118], [2.204, -1.727, -5.368], [-1.116, 0.637, 0.034], [-1.705, -3.091, -0.770], [1.540, -1.985, -0.694], [-0.264, 0.185, 0.632], [-1.914, 1.512, 4.688], [1.759, 2.492, 1.164], [0.155, -0.134, -0.886], [0.043, 1.390, -0.133], [-0.278, 0.916, 1.061], [-0.683, -0.407, 1.738]],
  "nbo_charge": [0.045, 0.478, -0.406, -0.358, -0.097, -0.285, -0.843, -0.656, 0.457, -0.360, 0.423, 0.423, 0.386, 0.372, 0.421]
}



Record 2
{
  "formula": "C5H37N2O13",
  "method": "wB97M-V/def2-TZVPD",
  "spin_multiplicity": 1,
  "relative_energy_ev": 1.303,
  "total_charge": 1,
  "lumo_energy_ev": -2.326,
  "gap_ev": 10.8311,
  "homo_energy_ev": -13.157,
  "species": ["N", "C", "C", "C", "C", "C", "N", "O", "H", "H", "H", "H", "H", "H", "H", "H", "H", "H", "H", "H", "H", "H", "H", "O", "H", "H", "O", "H", "H", "O", "H", "H", "O", "H", "H", "O", "H", "H", "O", "H", "H", "O", "H", "H", "O", "H", "H", "O", "H", "H", "O", "H", "H", "O", "H", "H", "O"],
  "xyz": [[0.28738, -0.05285, -1.33321], [0.00598, -0.77634, -0.01911], [-1.19721, -0.22153, 0.75994], [-2.51815, -0.44313, 0.04510], [-1.06363, 1.29423, 1.01511], [-0.18508, -2.25248, -0.29097], [0.05397, -3.07422, 0.73790], [-0.44322, -2.65613, -1.42092], [-0.57930, 0.25318, -1.79163], [0.89944, -0.60242, -1.92863], [0.74438, 0.83081, -1.10006], [0.92023, -0.48653, 0.50219], [-1.23300, -0.59622, 1.77478], [-3.38312, -0.36269, 0.70746], [-2.62787, -1.46461, -0.32607], [-2.69683, 0.23455, -0.78463], [-0.36644, 1.81481, 0.35487], [-1.98306, 1.85900, 0.84603], [-0.66837, 1.59905, 1.98644], [0.05937, -2.72164, 1.68353], [-0.08349, -4.06372, 0.60780], [-1.34285, 2.87669, -1.40570], [-1.48941, 2.34080, -2.85486], [-1.06841, 2.16746, -2.00498], [0.52754, -0.88561, 4.30940], [0.98914, -0.24996, 3.00968], [0.37211, -0.93947, 3.35905], [-2.48425, -3.25087, 1.89494], [-3.93969, -3.35068, 1.55683], [-3.07894, -3.34956, 1.12825], [2.32625, -2.90026, -3.55667], [1.03081, -2.70431, -2.74556], [1.91483, -2.33773, -2.89775], [-2.64885, -1.57984, 3.82688], [-1.25581, -1.93624, 3.39680], [-2.14515, -2.31993, 3.48321], [1.49192, 3.15488, -1.64212], [2.43926, 2.05628, -1.56020], [1.96870, 2.67273, -0.95600], [2.79533, -1.51085, -1.41776], [4.19906, -1.86049, -0.86294], [3.53345, -1.17621, -0.89980], [2.00068, 1.48323, 1.56447], [2.35757, 1.46485, 2.99528], [2.06912, 0.87694, 2.28783], [-1.51853, 4.03530, 0.96163], [-0.69792, 5.08910, 0.28319], [-0.84887, 4.13571, 0.27429], [3.52485, 3.57522, 1.33176], [2.21848, 3.65423, 0.60768], [2.57872, 3.59661, 1.51211], [-2.96582, -0.15945, -2.49829], [-2.68007, -1.51480, -3.00296], [-2.39867, -0.59938, -3.13383], [3.08062, 0.14416, -2.12412], [2.70244, 0.47888, -3.57934], [2.50038, 0.71145, -2.66636]],
  "forces_ev_per_angstrom": [[-1.328, -0.119, 1.340], [0.241, 0.968, 0.091], [-0.570, 1.926, -0.260], [-0.793, -1.183, -0.100], [0.835, 1.105, -0.273], [0.772, -0.648, -0.552], [-0.227, 0.191, 0.387], [0.117, 0.291, 0.093], [0.057, -0.462, -0.453], [-0.221, 0.032, -0.415], [0.205, 0.072, -0.182], [-0.023, -0.949, 0.607], [0.177, -0.914, -0.292], [0.265, 0.330, 0.220], [0.182, 0.030, -0.061], [0.300, 0.341, 0.162], [0.083, -0.306, -0.226], [-0.241, -0.464, 0.173], [-0.208, -0.507, 0.238], [0.296, 0.057, 0.001], [-0.187, 0.007, -0.086], [0.111, 0.120, 0.052], [-0.013, 0.054, 0.037], [-0.200, 0.144, -0.271], [-0.087, -0.254, 0.047], [-0.297, -0.284, -0.313], [0.342, 0.268, 0.304], [-0.396, 0.123, -0.267], [-0.144, -0.091, -0.127], [0.260, -0.189, 0.154], [0.138, -0.054, -0.117], [-0.150, -0.096, 0.139], [-0.218, 0.161, 0.080], [-0.364, 0.021, 0.095], [-0.025, -0.071, 0.136], [0.600, 0.159, 0.151], [-0.445, 0.358, 0.271], [0.193, 0.175, 0.428], [-0.061, -0.430, -0.913], [0.130, -0.991, -0.237], [0.136, -0.291, -0.067], [-0.266, 1.011, 0.280], [-0.058, 0.882, -0.882], [0.112, 0.022, 0.039], [0.099, -0.688, 0.934], [0.054, -0.174, 0.018], [0.161, -0.017, -0.183], [-0.261, 0.381, 0.028], [0.098, 0.071, 0.223], [0.005, -0.160, 0.384], [0.008, 0.071, -0.311], [-0.157, 0.359, -0.076], [0.352, -0.124, -0.256], [-0.069, -0.190, 0.091], [0.323, 0.036, -0.106], [0.009, 0.120, -0.008], [0.348, -0.236, -0.173]],
  "nbo_charge": [-0.724, -0.143, -0.261, -0.631, -0.626, 0.685, -0.784, -0.666, 0.484, 0.461, 0.461, 0.246, 0.264, 0.235, 0.247, 0.181, 0.213, 0.208, 0.229, 0.417, 0.424, 0.512, 0.494, -0.994, 0.487, 0.518, -1.018, 0.490, 0.471, -0.971, 0.499, 0.516, -1.001, 0.481, 0.491, -0.966, 0.487, 0.507, -0.992, 0.489, 0.497, -0.978, 0.505, 0.497, -0.969, 0.482, 0.489, -0.961, 0.472, 0.498, -0.975, 0.465, 0.485, -0.942, 0.508, 0.505, -1.001]
}



Record 3
{
  "formula": "BaClO4Pb",
  "method": "wB97M-V/def2-TZVPD",
  "spin_multiplicity": 1,
  "total_charge": 3,
  "lumo_energy_ev": -13.059,
  "gap_ev": 2.2153,
  "homo_energy_ev": -15.275,
  "species": ["Ba", "Pb", "Cl", "O", "O", "O", "O"],
  "xyz": [[3.25900, 5.07226, 0.21724], [-3.14356, -5.64422, -0.83301], [-0.00197, 0.06064, 0.05351], [-0.87493, -0.83163, -0.49645], [-0.94035, 1.20670, 0.34081], [0.49758, -0.33532, 1.25427], [1.20421, 0.47158, -0.53635]],
  "forces_ev_per_angstrom": [[-0.164, -0.225, 0.001], [0.048, 0.137, 0.036], [-1.287, 6.378, 2.523], [-1.646, -4.192, -3.539], [1.645, -0.136, -0.765], [0.469, -3.119, 6.343], [0.935, 1.157, -4.598]],
  "nbo_charge": [1.999, 1.621, 2.597, -0.783, -0.769, -0.819, -0.846]
}



In order of appearance, calculated total energy = -537.5940; -1300.1902; -977.9397 Eh.